(1)
8
Properties=species:S:1:pos:R:3 method="wB97M-V/def2-TZVPD" smiles=NCO e_tot_ev=-4655.3057 relative_energy_kcal_mol=1.8 gap_ev=10.608 charge=0 spin_multiplicity=1
N -0.0789 -1.0917 0.2429
C 0.2351 0.3279 0.3253
O -0.4105 1.1208 -0.6531
H -0.9728 -1.2946 0.6738
H -0.1136 -1.3747 -0.7322
H -0.1354 0.7217 1.2558
H 1.3166 0.3692 0.3183
H 0.1595 1.2214 -1.4308


(2)
18
Properties=species:S:1:pos:R:3 method="wB97M-V/def2-TZVPD" e_tot_ev=-14547.1062 relative_energy_kcal_mol=0.0 gap_ev=9.682 charge=0 spin_multiplicity=1
C -1.8614 -0.2657 0.0515
C 0.7407 -0.9428 -1.0697
C -1.0998 0.4072 1.1454
C 1.3243 -0.1550 -0.1964
C 1.8613 1.1814 -0.1655
N -1.1870 2.7469 0.8357
N -1.0836 1.6653 1.0298
N -1.7231 -1.6278 0.0319
O -2.5773 0.3081 -0.7551
F 1.8099 -0.9804 0.8338
H 0.3546 -0.4825 -1.9377
H 0.6526 -1.9588 -0.8648
H -0.4612 -0.0689 1.8013
H 2.9076 1.2246 -0.0015
H 1.4479 1.5931 0.7097
H 1.6871 1.6360 -1.1009
H -1.0108 -2.0761 0.5544
H -1.7817 -2.2045 -0.9021


(3)
91
Properties=species:S:1:pos:R:3 method="wB97M-V/def2-TZVPD" e_tot_ev=-118138.3221 s_squared=6.028 relative_energy_kcal_mol=12.9 gap_ev="6.544 / 6.943" charge=-1 spin_multiplicity=5
Cr 0.3027 -0.2324 -0.2828
S 0.1697 2.0838 -1.0510
P -1.6488 1.6200 -0.2607
C -1.9687 -0.0605 -0.1730
P -1.7039 -1.0175 1.2249
S -0.0072 -2.1392 1.2392
C -1.9759 -0.3626 2.8989
C -0.9291 -0.1631 3.7896
C -1.1913 0.3301 5.0584
C -2.4898 0.6389 5.4301
C -3.5355 0.4535 4.5350
C -3.2816 -0.0420 3.2683
C -2.9585 -2.3540 1.1739
C -3.1891 -3.1757 2.2743
C -4.0061 -4.2878 2.1504
C -4.5847 -4.5944 0.9255
C -4.3474 -3.7846 -0.1756
C -3.5339 -2.6668 -0.0523
C -1.9206 2.7764 1.1251
C -3.1982 3.2734 1.3777
C -3.4073 4.1556 2.4238
C -2.3489 4.5367 3.2351
C -1.0794 4.0309 2.9971
C -0.8651 3.1479 1.9523
C -2.8445 2.2796 -1.4827
C -3.9141 1.5035 -1.9074
C -4.7611 1.9659 -2.9062
C -4.5376 3.2032 -3.4906
C -3.4724 3.9871 -3.0643
C -2.6296 3.5267 -2.0666
H 0.0749 -0.4386 3.4885
H -0.3785 0.4801 5.7592
H -2.6881 1.0390 6.4173
H -4.5484 0.6968 4.8331
H -4.0838 -0.2027 2.5574
H -2.7215 -2.9405 3.2235
H -4.1895 -4.9252 3.0074
H -5.2082 -5.4753 0.8283
H -4.7912 -4.0321 -1.1325
H -3.3220 -2.0213 -0.8968
H -4.0176 2.9868 0.7290
H -4.3988 4.5536 2.6056
H -2.5186 5.2199 4.0585
H -0.2527 4.3288 3.6309
H 0.1271 2.7700 1.7335
H -4.0685 0.5330 -1.4508
H -5.5910 1.3528 -3.2368
H -5.1853 3.5510 -4.2864
H -3.2940 4.9526 -3.5223
H -1.7834 4.1178 -1.7370
C 4.4347 -2.2630 2.1508
C 3.4558 -1.3161 1.4529
C 2.8523 -0.3268 2.4570
C 4.0768 -0.5439 0.3113
C 5.3585 -0.0214 0.4363
C 5.9490 0.6848 -0.5971
C 5.2366 0.8983 -1.7643
C 3.9426 0.4167 -1.9192
C 3.1968 0.7224 -3.2050
C 3.8850 0.0878 -4.4168
C 3.0411 2.2365 -3.3815
C 3.3500 -0.3282 -0.8738
N 2.0584 -0.8822 -1.0576
C 2.0200 -1.9382 -1.9287
C 3.1375 -2.7548 -2.2263
C 3.0715 -3.7954 -3.1347
C 1.8948 -4.0873 -3.8117
C 0.7674 -3.3240 -3.5329
C 0.8509 -2.3076 -2.6152
F -0.2680 -1.5700 -2.3836
H 3.8834 -2.9565 2.7886
H 5.1408 -1.7151 2.7795
H 5.0003 -2.8455 1.4214
H 2.6393 -1.9109 1.0458
H 3.6302 0.3139 2.8812
H 2.3528 -0.8655 3.2660
H 2.1197 0.3068 1.9508
H 5.9164 -0.1933 1.3501
H 6.9590 1.0632 -0.4914
H 5.7013 1.4513 -2.5737
H 2.1962 0.3007 -3.1275
H 4.8756 0.5201 -4.5818
H 3.2892 0.2470 -5.3184
H 3.9995 -0.9865 -4.2651
H 4.0134 2.7333 -3.4179
H 2.4738 2.6496 -2.5486
H 2.5015 2.4600 -4.3050
H 4.0648 -2.5514 -1.7057
H 3.9557 -4.3960 -3.3166
H 1.8507 -4.8862 -4.5398
H -0.1783 -3.5061 -4.0274


(4)
14
Properties=species:S:1:pos:R:3 method="wB97M-V/def2-TZVPD" e_tot_ev=-84838.5612 s_squared=0.750 gap_ev="6.230 / 9.254" charge=0 spin_multiplicity=2
Mg -0.1747 -1.8690 2.1341
Br 2.1168 -1.8468 2.4742
C -1.5493 -0.6965 -2.0846
O -0.6457 0.2977 -1.6542
C -0.0878 0.1897 -0.3550
O -0.2807 -0.7462 0.4875
O 0.6404 1.2961 -0.1397
C 1.1960 1.4758 1.1996
H -0.9784 -1.5814 -2.3660
H -2.0494 -0.2874 -2.9624
H -2.3293 -0.8464 -1.3381
H 0.4116 1.3781 1.9501
H 1.7200 2.4315 1.1819
H 2.0107 0.8051 1.4726


| no. | largest force on an atom (eV Å⁻¹) |
| --- | --- |
| 1 | 1.0 |
| 2 | 4.3 |
| 3 | 2.3 |
| 4 | 4.6 |